Entry 1:
Formula: C27H58ClFO21P
Source: the OMol25 dataset
Level of theory: ωB97M-V/def2-TZVPD

Results
Largest force on an atom = 0.90 eV/Å
Total energy = -3545.08484 a.u.
E_HOMO = -4.124 eV

```
! RIJCOSX wB97M-V def2-TZVPD def2/J DEFGRID3
* xyz -1 1
C -2.0255 0.9727 0.0422
C -2.3534 1.2737 -1.4227
C -2.5194 -0.0212 -2.2175
C -3.5368 2.2310 -1.5684
P -5.2064 1.7728 -0.7942
Cl -5.8922 0.8127 -2.9003
C -6.9735 1.3243 -0.1769
C -7.0631 -0.1300 0.1441
F -8.2036 -0.4936 0.9210
H -1.9449 1.8991 0.6149
H -2.7966 0.3525 0.4989
H -1.0738 0.4418 0.1300
H -1.4746 1.7920 -1.8282
H -3.2030 -0.7107 -1.7196
H -2.9384 0.1776 -3.2036
H -1.5583 -0.5307 -2.3391
H -3.2726 3.1914 -1.1064
H -3.7349 2.4144 -2.6258
H -5.7318 3.0422 -1.2702
H -4.8247 2.2906 0.5003
H -4.7488 0.4339 -0.4868
H -7.1682 1.9226 0.7184
H -7.6854 1.5985 -0.9542
H -7.1142 -0.7245 -0.7680
H -6.1965 -0.4456 0.7310
C 2.8754 3.7650 0.9449
O 2.2294 4.9451 1.4438
C 0.9024 4.9214 1.3406
O 0.2396 4.0392 0.8674
O 0.4161 6.0513 1.8693
C -1.0155 6.1451 1.7967
H 3.9360 3.9253 1.1079
H 2.5338 2.8895 1.4931
H 2.6731 3.6367 -0.1160
H -1.4812 5.3235 2.3371
H -1.3484 6.1141 0.7616
H -1.2621 7.0984 2.2535
C 6.4575 2.7721 5.1762
O 5.2683 3.1434 4.4706
C 4.3292 3.7063 5.2347
O 4.4241 3.9167 6.4176
O 3.2862 3.9954 4.4686
C 2.1914 4.6317 5.1399
H 7.1141 2.3288 4.4349
H 6.9231 3.6465 5.6275
H 6.2332 2.0463 5.9548
H 2.5126 5.5756 5.5756
H 1.7982 3.9847 5.9213
H 1.4489 4.8036 4.3675
C 6.8347 5.6101 -3.3096
O 7.6732 5.3577 -2.1738
C 7.0489 4.7574 -1.1621
O 5.8909 4.4321 -1.1426
O 7.9214 4.5774 -0.1704
C 7.3613 3.9545 0.9944
H 7.4781 6.0951 -4.0363
H 6.4394 4.6772 -3.7060
H 6.0060 6.2589 -3.0339
H 6.9683 2.9697 0.7496
H 6.5608 4.5652 1.4077
H 8.1839 3.8755 1.6979
C 11.7262 1.6454 5.6754
O 11.3915 1.3623 7.0394
C 10.1163 1.0314 7.2335
O 9.2713 0.9583 6.3780
O 9.9327 0.7949 8.5291
C 8.5872 0.4422 8.8802
H 12.7827 1.8920 5.6865
H 11.5404 0.7756 5.0486
H 11.1400 2.4843 5.3056
H 8.2833 -0.4638 8.3601
H 7.9033 1.2492 8.6248
H 8.6062 0.2818 9.9529
C -1.8126 -3.5825 -0.9660
O -2.7385 -3.0842 0.0027
C -3.9786 -3.5556 -0.1328
O -4.3163 -4.3877 -0.9396
O -4.7578 -2.9523 0.7487
C -6.1502 -3.2857 0.6677
H -0.8713 -3.0923 -0.7374
H -1.7136 -4.6647 -0.8828
H -2.1420 -3.3315 -1.9727
H -6.3112 -4.3367 0.9043
H -6.5326 -3.0647 -0.3257
H -6.6374 -2.6476 1.3966
C -4.0256 -7.4017 -2.4757
O -2.8592 -7.7507 -3.2512
C -2.4876 -6.8140 -4.1120
O -2.9901 -5.7285 -4.2378
O -1.4509 -7.2756 -4.8247
C -0.9393 -6.3412 -5.7776
H -4.1857 -8.2512 -1.8190
H -3.8531 -6.4931 -1.9042
H -4.8796 -7.2535 -3.1343
H -0.6009 -5.4323 -5.2831
H -1.7015 -6.0812 -6.5103
H -0.1083 -6.8476 -6.2590
C -8.6136 -7.5558 -6.7831
O -7.8983 -6.4047 -7.2368
C -6.7548 -6.1781 -6.5792
O -6.3112 -6.8783 -5.7043
O -6.1855 -5.0965 -7.0891
C -4.9480 -4.7239 -6.4546
H -9.5035 -7.6025 -7.4032
H -8.0122 -8.4551 -6.9053
H -8.8831 -7.4498 -5.7338
H -4.2297 -5.5357 -6.5263
H -5.1068 -4.4947 -5.4044
H -4.6021 -3.8467 -6.9908
*
```

---

Entry 2:
Formula: C4H3CsO
Source: the OMol25 dataset
Level of theory: ωB97M-V/def2-TZVPD

Results
Largest force on an atom = 2.83 eV/Å
Total energy = -249.35626 a.u.
E_HOMO (alpha / beta) = -4.994 / -4.993 eV
Energy above the lowest of the compared OMol25 structures with the same formula, charge and spin = 326.3 kJ/mol

```
! RIJCOSX wB97M-V def2-TZVPD def2/J DEFGRID3
* xyz 0 1
C 1.9013 -0.1242 -0.5718
C 1.1663 -0.5761 0.4115
H 1.4481 -0.0757 -1.5779
H 1.3261 -0.4947 1.4929
C -0.5703 -1.2935 0.2730
C -1.4681 -0.5099 -0.2079
O -1.9816 0.5623 -0.4274
Cs -1.0494 4.7603 -0.1439
H -0.7724 -2.2484 0.7517
*
```

---

- Number 1 is which compound?
  C27H58ClFO21P

---

- Which of these has the lowest total energy?
  C27H58ClFO21P

---

- Which value of largest force on an atom does entry 2 give?
  2.83 eV/Å

---

- Which formula does entry 2 have?
  C4H3CsO